(1)
89
Properties=species:S:1:pos:R:3:forces:R:3:lowdin_charge:R:1 method="wB97M-V/def2-TZVPD" gap_ha="0.211 / 0.213" total_charge=+3 e_homo_ev="-16.339 / -16.364" lumo_energy_ev="-10.594 / -10.555" max_force_ev_per_a=2.049 energy_ha=-3359.7832
Rh -0.68213 -0.10227 -0.21840 -1.09 -1.73 -0.16 0.26
O -2.84087 -2.84485 -0.93029 -0.08 0.29 0.08 -0.35
S -1.59408 -2.57642 -0.23406 0.28 0.28 -0.38 0.92
C -1.62442 -3.27551 1.39766 -0.04 0.23 -0.10 -0.36
C -2.14654 -4.53488 1.63807 -0.21 -0.05 -0.07 -0.04
C -2.10186 -5.02653 2.93648 0.00 0.04 -0.02 0.00
C -1.58239 -4.25078 3.96765 -0.05 0.03 0.00 0.00
C -1.10895 -2.96824 3.72042 -0.02 -0.03 0.09 -0.04
C -1.14339 -2.47832 2.41948 0.58 -0.12 -0.11 -0.34
P -0.84671 -0.75855 2.03699 -0.50 0.75 0.04 1.04
C -2.50473 -0.04096 2.16313 0.11 0.17 -0.19 -0.35
C -3.17722 -0.01293 3.38544 0.09 0.00 0.05 -0.06
C -4.45312 0.52219 3.44739 -0.01 -0.02 0.04 -0.03
C -5.06009 1.03067 2.30379 0.01 0.00 -0.09 -0.02
C -4.40064 0.99860 1.08192 -0.07 0.02 0.12 -0.04
C -3.12666 0.46070 1.01834 -0.03 0.04 0.11 -0.12
C 0.18443 -0.02491 3.28418 0.38 -0.08 -0.38 -0.38
C -0.11820 1.24775 3.77593 -0.03 0.00 0.07 -0.08
C 0.72694 1.83287 4.70313 0.00 0.00 0.01 -0.04
C 1.88335 1.17261 5.10958 -0.02 0.01 -0.06 -0.03
C 2.20448 -0.07649 4.58859 0.07 -0.01 0.02 -0.04
C 1.36332 -0.67646 3.66791 -0.09 -0.02 0.02 -0.08
C -0.31737 -3.52784 -1.05304 -0.04 0.17 0.22 -0.33
C -0.16346 -4.89713 -0.89354 -0.08 -0.04 0.03 -0.02
C 0.68276 -5.57218 -1.76032 0.00 -0.03 -0.03 0.00
C 1.35534 -4.89185 -2.76959 0.01 0.07 0.01 0.00
C 1.22987 -3.51533 -2.88806 -0.02 -0.07 -0.03 -0.03
C 0.38202 -2.83382 -2.01978 -0.01 0.04 0.05 -0.36
P 0.23145 -1.04937 -2.13584 1.30 -0.03 0.12 1.01
C 1.92222 -0.51529 -2.42722 -0.13 0.20 0.13 -0.38
C 2.36345 -0.08432 -3.67727 -0.02 -0.01 0.01 -0.06
C 3.70765 0.21541 -3.85829 -0.02 0.00 -0.03 -0.04
C 4.60025 0.07667 -2.80597 -0.01 0.00 0.00 -0.03
C 4.15689 -0.35493 -1.55790 0.02 -0.03 0.02 -0.05
C 2.81879 -0.63954 -1.36203 0.01 -0.02 -0.07 -0.12
C -0.78450 -0.66422 -3.54173 -0.23 0.40 0.49 -0.35
C -1.55670 -1.64570 -4.16983 -0.01 -0.04 -0.03 -0.05
C -2.30541 -1.30045 -5.28140 -0.03 -0.03 0.02 -0.02
C -2.31319 0.01185 -5.74011 -0.01 0.04 0.01 -0.01
C -1.56166 0.99496 -5.10172 -0.03 0.03 0.07 -0.04
C -0.81429 0.66712 -3.98692 -0.01 -0.02 -0.05 -0.10
H -2.59855 -5.11061 0.83973 -0.01 0.01 0.04 0.14
H -2.48163 -6.01897 3.14095 -0.02 0.03 0.02 0.14
H -1.58297 -4.63230 4.98053 0.04 -0.01 -0.03 0.13
H -0.76244 -2.34608 4.53569 0.05 -0.05 -0.01 0.12
H -2.70702 -0.40379 4.28069 -0.04 0.02 0.01 0.12
H -4.98157 0.53789 4.39152 0.02 0.01 -0.01 0.13
H -6.05668 1.44871 2.35937 0.01 -0.03 0.04 0.13
H -4.88655 1.37749 0.19300 0.04 0.00 -0.01 0.12
H -2.61605 0.42425 0.05191 -0.52 0.13 -0.05 0.05
H -1.01625 1.76185 3.45738 0.02 0.01 0.00 0.11
H 0.48238 2.80259 5.11679 0.01 -0.02 0.00 0.12
H 2.54110 1.63808 5.83257 -0.02 -0.02 0.01 0.13
H 3.10925 -0.57950 4.90401 -0.03 0.00 0.00 0.12
H 1.60715 -1.65276 3.26330 0.03 0.02 0.02 0.12
H -0.68245 -5.43953 -0.11793 0.04 -0.01 -0.05 0.11
H 0.81395 -6.64083 -1.64888 -0.01 0.03 -0.01 0.13
H 1.99080 -5.43254 -3.45851 0.02 0.00 0.04 0.13
H 1.77860 -2.97651 -3.65040 0.03 -0.03 0.02 0.13
H 1.67550 0.00050 -4.50769 0.02 0.00 -0.02 0.11
H 4.05642 0.54558 -4.82801 -0.01 -0.02 0.02 0.12
H 5.64925 0.29590 -2.95949 -0.02 0.00 0.01 0.12
H 4.86402 -0.48261 -0.74829 -0.02 0.03 0.00 0.12
H 2.46306 -0.96641 -0.39143 0.04 -0.01 0.03 0.10
H -1.55771 -2.66731 -3.81198 -0.01 0.01 0.00 0.12
H -2.88784 -2.05565 -5.79101 -0.01 0.00 0.01 0.13
H -2.92428 0.27646 -6.59323 0.06 -0.02 -0.04 0.13
H -1.56874 2.01175 -5.47052 -0.03 -0.01 0.00 0.12
H -0.23425 1.42365 -3.46916 0.03 0.00 -0.06 0.10
C 3.09767 4.90964 0.19031 0.12 -0.01 -0.04 -0.01
N 2.30719 3.72896 0.57049 -0.06 0.00 0.19 -0.17
C 3.03031 2.78512 1.42997 0.11 -0.02 0.01 -0.05
C 1.10369 3.46541 0.07695 -1.12 0.11 -0.31 -0.60
S 0.64023 1.77058 0.03063 1.31 -0.74 0.13 0.72
N 0.27546 4.39412 -0.38814 0.20 0.27 -0.04 -0.17
C 0.34210 5.81366 -0.00386 -0.09 0.04 -0.01 -0.01
C -0.87997 4.07657 -1.22709 -0.04 0.00 0.06 -0.05
H 4.12363 4.58244 0.02849 -0.02 -0.07 -0.03 0.11
H 3.10950 5.65771 0.98139 -0.04 0.00 0.01 0.11
H 2.73294 5.34702 -0.73196 -0.05 -0.03 -0.02 0.10
H 3.63274 3.36120 2.13077 -0.04 0.06 -0.02 0.11
H 3.69740 2.15961 0.83448 -0.04 -0.01 -0.03 0.10
H 2.34561 2.15624 1.98902 -0.03 0.03 0.00 0.05
H 0.93695 5.95299 0.89025 0.01 -0.06 0.03 0.09
H -0.67242 6.14766 0.20875 -0.02 -0.06 0.01 0.11
H 0.73436 6.42772 -0.81352 0.03 -0.01 0.00 0.11
H -0.71214 3.17133 -1.79926 0.07 -0.02 -0.02 0.04
H -1.03921 4.90515 -1.91435 0.03 0.00 0.00 0.11
H -1.77717 3.95622 -0.61702 0.01 0.00 0.04 0.10



(2)
93
Properties=species:S:1:pos:R:3:forces:R:3:lowdin_charge:R:1 method="wB97M-V/def2-TZVPD" gap_ha=0.354 e_homo_ev=-9.058 lumo_energy_ev=0.579 max_force_ev_per_a=2.857 energy_ha=-9746.9172
N 0.62954 -2.15706 3.39479 1.29 0.99 0.32 0.05
C -0.44510 -2.86893 3.58647 -1.13 0.03 0.22 -0.21
C -0.63326 -4.12347 3.02284 -0.92 0.10 1.00 -0.08
C 0.35319 -4.63397 2.23271 1.25 0.69 -0.01 -0.08
C 1.53847 -3.88096 2.02451 -0.39 -0.13 1.04 -0.04
C 1.66200 -2.66377 2.69051 -1.50 -0.21 -0.82 -0.13
H -1.26706 -2.42744 4.19140 0.74 -0.26 -0.38 0.07
H -1.54497 -4.64854 3.34506 0.52 -0.03 -0.63 0.11
H 0.23624 -5.61618 1.86133 0.11 -0.85 -0.65 0.09
H 2.39979 -4.26581 1.50410 -0.10 -0.17 -0.38 0.10
H 2.50158 -1.99866 2.51937 0.13 -0.16 0.24 0.10
N -5.47008 0.22234 -0.85672 -0.31 -0.59 1.21 0.07
C -6.47465 1.07139 -0.91034 0.00 0.60 -0.38 -0.15
C -6.87495 1.68624 -2.09214 -1.69 1.01 0.47 -0.08
C -6.22527 1.36406 -3.25310 0.52 -0.23 0.45 -0.09
C -5.18449 0.45680 -3.18373 -0.76 0.10 0.00 -0.07
C -4.89073 -0.12246 -1.97892 1.44 0.23 -0.31 -0.17
H -6.90565 1.33490 0.03281 -0.39 0.13 0.41 0.10
H -7.72408 2.43720 -2.12015 1.17 -1.04 0.23 0.12
H -6.49545 1.86482 -4.13840 -0.19 0.37 -1.12 0.09
H -4.59770 0.17116 -4.00802 0.47 -0.17 -1.14 0.09
H -3.99621 -0.73325 -1.91623 -0.20 -0.39 0.24 0.08
N 3.60419 2.38481 -1.59629 0.80 -1.16 -1.62 0.05
C 3.02166 2.61656 -2.75475 -0.96 2.06 -1.00 -0.14
C 1.94125 3.53700 -2.92531 1.42 -1.70 0.96 -0.05
C 1.45931 4.12880 -1.77213 2.10 -1.32 0.53 -0.07
C 2.09285 3.89735 -0.54799 0.44 -1.00 -1.05 -0.03
C 3.15742 2.97998 -0.54291 -1.03 1.40 1.65 -0.18
H 3.53023 2.24230 -3.62398 -0.09 -0.57 -0.33 0.10
H 1.50650 3.69739 -3.89143 -0.12 0.10 -0.29 0.09
H 0.65223 4.74345 -1.83790 -2.21 1.81 -0.01 0.06
H 1.76577 4.34407 0.36011 -0.23 0.29 0.51 0.09
H 3.68769 2.70683 0.34976 -0.12 0.22 0.64 0.09
N -2.80945 3.52289 1.17684 0.56 -1.12 -0.48 0.06
C -2.66765 2.63670 0.16805 0.10 -1.20 1.07 -0.13
C -2.43134 2.95837 -1.15035 -0.12 0.78 -0.34 -0.06
C -2.46400 4.30797 -1.42065 -0.21 1.38 0.15 -0.08
C -2.67606 5.26144 -0.41711 1.21 0.05 0.12 -0.07
C -2.70446 4.81368 0.88353 -0.59 -0.58 0.12 -0.16
H -2.64079 1.56538 0.44189 -0.32 0.67 0.04 0.09
H -2.21664 2.25390 -1.95466 -0.17 -0.01 0.57 0.10
H -2.26503 4.71697 -2.38606 -0.01 -0.13 -0.78 0.10
H -2.54727 6.33564 -0.55445 -0.27 -0.32 -0.44 0.10
H -2.63115 5.45965 1.74220 -0.27 0.40 0.06 0.10
N 4.86973 -3.11113 -1.47609 0.97 -0.69 -0.11 0.04
C 3.93495 -2.19444 -1.52086 -0.73 1.15 0.61 -0.16
C 4.23939 -0.82907 -1.57679 2.21 -0.62 0.11 -0.08
C 5.55660 -0.37214 -1.48793 -0.01 -2.16 0.06 -0.05
C 6.54768 -1.38730 -1.34257 -0.41 0.77 -1.13 -0.08
C 6.17048 -2.71217 -1.46876 -0.61 -0.74 1.16 -0.16
H 2.85659 -2.44502 -1.39038 0.94 -0.33 -0.53 0.09
H 3.50918 -0.12141 -1.71260 -1.85 1.42 -0.13 0.03
H 5.78782 0.67720 -1.55952 0.03 0.14 0.15 0.09
H 7.60288 -1.14579 -1.33342 -0.01 0.08 0.24 0.09
H 6.90541 -3.54776 -1.36017 -0.59 0.90 -0.38 0.11
N 0.69142 -3.49831 -2.21039 -0.95 0.11 -0.13 0.07
C -0.25258 -3.87127 -1.34048 0.86 -0.43 0.23 -0.14
C -0.88428 -5.11288 -1.39882 -0.42 0.67 1.98 -0.07
C -0.65729 -5.89809 -2.47962 -1.15 -1.91 -0.66 -0.11
C 0.10279 -5.43358 -3.50442 1.04 0.74 -0.01 -0.08
C 0.80453 -4.26871 -3.28967 -0.08 0.53 -0.22 -0.15
H -0.40421 -3.19738 -0.51501 -0.13 0.06 0.26 0.08
H -1.46688 -5.46124 -0.52122 0.20 0.36 -0.85 0.12
H -1.11543 -6.88361 -2.61181 0.02 0.32 0.39 0.12
H 0.26929 -5.96585 -4.40516 -0.02 -0.52 -0.65 0.10
H 1.43431 -3.89034 -4.06566 0.64 0.12 -0.29 0.10
N 2.31625 1.81400 2.63430 0.22 0.09 -1.06 0.06
C 3.25412 1.02614 3.12737 0.76 -0.39 0.64 -0.16
C 3.35187 0.64674 4.47903 0.24 -1.08 -1.07 -0.06
C 2.31096 0.99939 5.32099 -0.55 -0.06 -0.32 -0.07
C 1.27928 1.73462 4.75611 0.32 0.53 0.99 -0.14
C 1.35697 2.17653 3.44764 -1.20 -0.11 1.18 -0.20
H 3.98170 0.62988 2.41037 -0.10 0.26 0.23 0.11
H 4.13971 -0.09944 4.68090 -0.44 0.71 0.43 0.11
H 2.13587 0.67577 6.34179 0.67 -0.13 -0.04 0.11
H 0.45062 2.01057 5.40511 0.04 0.02 -0.38 0.08
H 0.49736 2.74960 3.11953 0.26 0.22 -0.63 0.10
N -1.74671 -0.73190 -0.76938 -0.17 -1.52 1.38 0.06
C -1.06813 -0.17805 -1.74019 -1.16 0.99 0.02 -0.21
C 0.13175 0.43490 -1.57190 0.69 -0.16 -0.08 -0.08
C 0.71800 0.42502 -0.32423 0.08 1.01 0.72 -0.05
C -0.03182 -0.01808 0.76522 -0.45 -1.89 -0.83 -0.05
C -1.20456 -0.76648 0.46423 0.83 1.61 -1.25 -0.15
H -1.63743 -0.03402 -2.63740 0.02 -0.25 -0.78 0.10
H 0.53142 0.94036 -2.41718 0.78 0.19 -0.45 0.09
H 1.70174 0.88304 -0.18273 -0.44 -0.12 0.13 0.08
H 0.34003 0.03298 1.77047 0.14 -0.03 0.23 0.04
H -1.75429 -1.37214 1.14528 -0.25 -0.01 0.91 0.07
C -3.29734 1.14943 3.63972 0.03 -0.39 -1.03 -1.67
Br -4.36710 -0.28801 2.91744 -0.44 0.13 -0.14 0.57
Br -1.59773 0.38681 4.03354 0.60 0.15 -0.15 0.69
Br -3.99630 1.92433 5.18143 -0.77 0.57 1.04 0.62
H -3.25503 1.93875 2.87933 0.36 -0.35 0.15 -0.06



(3)
101
Properties=species:S:1:pos:R:3:forces:R:3:lowdin_charge:R:1 method="wB97M-V/def2-TZVPD" gap_ha=0.183 total_charge=-2 e_homo_ev=-1.553 lumo_energy_ev=3.438 max_force_ev_per_a=1.771 energy_ha=-14330.9953
Ca 0.55071 -0.32586 -2.12939 -1.23 1.26 0.21 1.31
C 1.50652 2.01199 -2.52220 0.23 0.18 0.24 -0.33
Si 0.75085 3.15331 -1.38714 0.16 0.19 -0.25 0.54
C -1.13711 2.89970 -1.32811 -0.04 0.00 0.02 -0.24
N -1.55516 1.50781 -1.09670 0.10 -0.11 0.02 -0.21
C -1.66259 1.16034 0.33385 0.00 0.00 0.05 -0.20
C -3.10363 0.94185 0.80504 0.00 0.02 0.01 -0.19
C -4.02321 2.00874 0.22058 0.00 -0.01 -0.01 -0.20
C -4.00837 1.93178 -1.31889 0.02 0.00 0.01 -0.17
C -2.77745 1.16457 -1.82108 -0.04 -0.02 -0.01 -0.21
C 1.49888 3.11938 0.35861 -0.05 -0.08 0.00 -0.24
C 0.87588 3.75563 1.43385 0.00 -0.01 -0.01 -0.12
C 1.45055 3.78428 2.69804 0.02 0.02 0.02 -0.11
C 2.67858 3.17136 2.91256 0.03 0.07 -0.02 -0.13
C 3.31761 2.53312 1.85860 0.04 0.06 -0.04 -0.10
C 2.73149 2.50978 0.59889 0.03 0.02 0.02 -0.09
C 0.90895 5.03339 -1.82233 -0.15 -0.01 0.08 -0.21
C 1.86240 5.86462 -1.22638 -0.01 -0.01 0.03 -0.10
C 2.05970 7.17594 -1.64019 0.00 0.02 0.00 -0.12
C 1.29465 7.70580 -2.66991 0.00 0.01 0.00 -0.13
C 0.33686 6.90600 -3.27896 -0.01 0.02 -0.01 -0.12
C 0.15486 5.59544 -2.85884 -0.01 -0.02 0.00 -0.10
H 2.58825 1.88827 -2.42301 0.03 0.07 -0.04 -0.04
H 1.23244 2.18396 -3.56654 -0.05 -0.08 -0.02 -0.03
H -1.46235 3.17031 -2.33933 0.00 -0.01 -0.02 0.08
H -1.64980 3.60370 -0.64873 0.00 0.03 -0.03 0.08
H -1.21454 1.97152 0.91643 0.02 -0.04 -0.01 0.10
H -1.07042 0.27274 0.55940 -0.03 0.01 -0.03 0.05
H -3.12156 0.95951 1.89960 0.00 0.00 0.01 0.10
H -3.44886 -0.05182 0.50424 0.00 -0.01 0.00 0.10
H -3.66619 2.99133 0.54706 0.00 0.00 0.00 0.10
H -5.04101 1.90071 0.60605 0.00 0.01 0.00 0.09
H -4.01089 2.93957 -1.74197 -0.02 0.00 -0.01 0.10
H -4.90705 1.43292 -1.69238 0.00 -0.01 0.00 0.10
H -2.60740 1.33780 -2.88201 0.01 -0.02 0.00 0.09
H -2.93654 0.08677 -1.72096 -0.01 0.00 0.01 0.12
H -0.08073 4.24665 1.27893 0.00 0.01 0.00 0.10
H 0.94253 4.28514 3.51560 0.00 0.00 0.00 0.09
H 3.12952 3.18285 3.89914 0.00 0.00 -0.01 0.09
H 4.26807 2.03488 2.01382 -0.01 0.00 0.01 0.10
H 3.23626 1.98898 -0.20586 0.00 -0.01 -0.02 0.09
H 2.47076 5.47508 -0.41670 0.01 0.00 0.00 0.09
H 2.81389 7.78754 -1.15622 0.00 0.00 0.00 0.09
H 1.44534 8.72851 -2.99698 0.00 0.00 0.00 0.08
H -0.26597 7.30270 -4.08855 0.00 0.00 0.00 0.09
H -0.58672 4.98902 -3.36842 -0.01 -0.01 -0.01 0.09
N 3.43894 -6.88207 0.47959 0.04 -0.04 -0.04 0.07
C 3.34416 -5.51560 0.16584 -0.01 0.03 0.01 -0.33
C 4.36673 -4.63945 0.52790 0.00 -0.01 -0.01 -0.05
C 4.28359 -3.29724 0.19581 -0.02 0.01 0.06 -0.07
C 3.18737 -2.83128 -0.50796 -0.02 0.02 -0.01 -0.28
C 2.17069 -3.69595 -0.89653 0.03 -0.02 -0.06 -0.04
C 2.25277 -5.03415 -0.55396 0.01 0.01 -0.01 -0.02
S 3.03636 -1.11734 -0.92758 0.77 -0.31 0.21 0.59
O 4.28712 -0.45660 -0.65416 0.00 -0.06 0.00 -0.31
O 2.61228 -1.12325 -2.32296 0.58 -0.19 0.17 -0.43
N 1.77972 -0.53290 -0.10305 0.75 -0.60 0.48 -0.16
C 1.92159 -0.47770 1.24234 0.07 0.43 -0.07 -0.47
N 3.02171 -0.96949 1.85361 -0.03 -0.09 -0.01 0.13
C 3.17311 -0.71017 3.13909 -0.05 -0.02 0.05 -0.15
C 2.26526 0.02727 3.87910 -0.02 -0.09 0.03 -0.10
C 1.12032 0.40645 3.18745 -0.04 -0.12 0.06 -0.19
N 0.91878 0.13866 1.91451 -0.13 -0.12 0.08 0.14
H 3.96665 -7.07303 1.31650 -0.02 0.00 0.02 0.07
H 2.54899 -7.35528 0.48805 -0.01 0.00 0.02 0.08
H 5.22601 -5.01577 1.07311 0.01 0.00 0.00 0.10
H 5.05208 -2.59574 0.48988 0.01 0.01 0.00 0.10
H 1.32687 -3.34253 -1.48294 -0.05 0.00 0.01 0.08
H 1.46083 -5.70869 -0.85909 -0.01 0.00 0.00 0.11
H 4.07221 -1.11437 3.60028 0.00 0.00 0.01 0.10
H 2.42690 0.27599 4.91827 0.00 0.01 0.01 0.09
H 0.31725 0.94499 3.68808 0.01 0.01 0.01 0.11
Br -3.97740 -2.08396 -7.38923 -0.01 0.00 0.00 0.62
C -2.79665 -2.20499 -5.90634 -0.01 0.01 -0.03 -0.78
C -2.46071 -3.42942 -5.37222 -0.02 -0.04 0.00 -0.78
Br -3.17394 -5.03485 -6.09524 0.00 0.00 0.00 0.61
C -1.58283 -3.48316 -4.27285 0.00 -0.02 0.02 -0.64
Br -1.07907 -5.13865 -3.48248 0.00 0.00 0.00 0.68
C -1.02548 -2.34599 -3.68995 -0.10 -0.15 -0.01 -0.45
O -0.23213 -2.37790 -2.67114 -0.11 -0.09 -0.14 -0.33
C -1.36277 -1.04724 -4.26947 -0.09 -0.15 -0.09 -0.46
O -0.83531 0.00528 -3.75290 -0.53 -0.11 -0.80 -0.29
C -2.24805 -1.03437 -5.34939 -0.03 0.02 -0.01 -0.64
Br -2.67015 0.68683 -6.03903 0.00 0.01 0.00 0.68
C -0.45901 -2.24601 5.07549 0.04 0.00 -0.04 -0.01
C -1.45350 -2.70495 4.06036 0.00 0.00 -0.04 -0.29
C -2.60668 -3.35894 4.36951 0.00 0.00 -0.03 -0.01
C -3.47007 -3.69861 3.29121 0.01 0.00 0.00 -0.34
N -3.18329 -3.48109 2.04058 -0.04 -0.01 0.03 0.10
C -1.99008 -2.88586 1.70014 0.03 -0.03 0.03 -0.83
S -1.46295 -2.69278 0.15937 -0.06 -0.01 -0.13 0.76
N -1.19090 -2.45588 2.76195 -0.03 0.06 0.06 0.11
C -4.80620 -4.32293 3.57836 0.01 0.00 -0.01 -0.04
H -0.70973 -2.65159 6.05347 0.00 0.01 0.00 0.08
H -0.44942 -1.15793 5.13409 0.01 0.04 -0.01 0.08
H 0.54775 -2.56179 4.79944 0.01 0.01 0.00 0.09
H -2.85769 -3.58531 5.39466 -0.01 -0.01 0.01 0.10
H -0.36344 -1.93701 2.48474 0.04 0.03 -0.01 0.11
H -4.80676 -4.85453 4.53003 0.00 -0.01 0.00 0.07
H -5.07403 -4.99915 2.76985 -0.01 0.00 0.00 0.08
H -5.56585 -3.53960 3.62327 0.00 0.01 0.01 0.08